Entry 1:
{
  "formula": "C21H40Cl3CoN4O3SSi",
  "method": "wB97M-V/def2-TZVPD",
  "de_lowest_kj_mol": 94.4,
  "charge": -1,
  "multiplicity": 4,
  "e_tot_ha": -4720.1350,
  "gap_ev": [7.40, 7.75],
  "homo_ev": [-4.969, -5.325],
  "species": ["C", "C", "H", "H", "H", "C", "C", "H", "H", "H", "H", "Co", "Cl", "Cl", "H", "H", "C", "C", "N", "H", "C", "O", "H", "H", "H", "H", "H", "H", "C", "C", "N", "H", "C", "O", "H", "H", "H", "H", "O", "C", "C", "C", "H", "C", "H", "C", "H", "C", "C", "H", "H", "H", "Si", "Cl", "C", "C", "C", "H", "H", "H", "H", "H", "H", "H", "H", "H", "N", "C", "N", "S", "H", "H", "H", "H"],
  "coordinates": [[1.6840, 4.9010, -1.0775], [0.6652, 4.1066, -0.3410], [1.5232, 5.9816, -0.9723], [1.6019, 4.6974, -2.1505], [2.7032, 4.6122, -0.7972], [-0.5417, 4.6109, -0.0261], [-0.8625, 6.0608, 0.0935], [-1.4121, 3.9577, -0.0016], [-1.1275, 6.5573, -0.8697], [0.0199, 6.5521, 0.5555], [-1.7509, 6.1504, 0.7534], [1.2131, -2.8507, -0.1264], [3.2096, -3.2833, 0.6534], [0.6242, -3.6892, -2.0272], [-0.5367, -7.3326, 0.8641], [3.0838, -7.0982, -0.1507], [-0.1109, -6.5923, 0.1713], [2.2906, -6.4172, -0.4849], [1.2596, -6.3220, 0.5256], [-0.7163, -5.6721, 0.2264], [1.5650, -6.0264, 1.8117], [0.7307, -5.9907, 2.7178], [2.7487, -5.4349, -0.6551], [2.6382, -5.7925, 1.9557], [-0.1347, -6.9803, -0.8539], [1.8592, -6.7684, -1.4255], [-3.0628, 2.5518, -2.6247], [-3.8093, 3.8816, -0.7180], [-2.8751, 1.6463, -2.0410], [-4.3844, 2.9631, -0.5665], [-3.4907, 1.8227, -0.7305], [-1.7868, 1.5110, -1.9328], [-3.6463, 0.6868, 0.0452], [-3.1542, -0.3967, -0.2196], [-4.8059, 2.9522, 0.4439], [-4.2581, 0.8827, 0.9559], [-3.2820, 0.7574, -2.5521], [-5.1906, 2.9445, -1.3102], [0.7088, 1.9615, -1.2514], [1.0328, 2.6615, -0.0420], [-0.9440, 1.9359, 1.3428], [0.4256, 2.1362, 1.2926], [-1.4763, 1.9846, 0.3906], [-1.6352, 1.6828, 2.5359], [2.1066, 2.6919, 0.1612], [1.1251, 2.0460, 2.5166], [-2.7201, 1.5602, 2.4996], [-0.9445, 1.6028, 3.7501], [0.4517, 1.7389, 3.7122], [2.2048, 2.2235, 2.5374], [-1.4775, 1.3787, 4.6809], [1.0068, 1.6497, 4.6532], [1.2707, 0.7312, -2.2022], [1.3451, -0.7546, 0.1112], [-0.2405, -0.0524, -3.0148], [2.5256, -0.7095, -2.9355], [2.2705, 2.1030, -3.0996], [-0.9374, -0.3855, -2.2473], [-0.0510, -0.9257, -3.6509], [-0.7626, 0.6761, -3.6412], [1.5154, 2.8537, -3.3906], [2.9001, 1.8540, -3.9602], [2.8912, 2.5646, -2.3136], [2.7287, -1.5673, -2.2756], [3.5213, -0.3242, -3.2202], [2.1623, -1.2008, -3.8624], [-0.9450, -3.5857, 3.5413], [-0.0476, -3.1689, 2.6139], [1.1650, -2.7611, 2.9995], [-0.6074, -3.0826, 0.9620], [-0.5375, -4.2314, 4.2283], [-1.8244, -3.9006, 3.1426], [1.9362, -2.7096, 2.3168], [1.3764, -2.8176, 4.0006]]
}

=====

Entry 2:
{
  "formula": "C21H40MnP2",
  "method": "wB97M-V/def2-TZVPD",
  "de_lowest_kj_mol": 41.4,
  "charge": 2,
  "multiplicity": 4,
  "e_tot_ha": -2657.0300,
  "gap_ev": [7.43, 6.95],
  "homo_ev": [-13.553, -13.052],
  "species": ["P", "P", "C", "C", "H", "H", "H", "H", "C", "H", "H", "H", "C", "H", "H", "H", "C", "H", "H", "H", "C", "H", "H", "H", "Mn", "C", "C", "C", "C", "C", "C", "C", "C", "C", "H", "H", "H", "H", "H", "H", "H", "H", "H", "H", "H", "H", "H", "H", "H", "C", "C", "C", "C", "C", "C", "H", "H", "H", "H", "H", "H", "H", "H", "H"],
  "coordinates": [[0.2182, -2.0860, -2.0502], [-0.2328, 2.2529, -1.1960], [-0.0030, -0.2452, -3.0937], [0.3920, 1.2011, -2.6281], [-0.9438, -0.2983, -3.6634], [0.8125, -0.5598, -3.7457], [1.4825, 1.3369, -2.7100], [-0.0897, 1.8091, -3.3893], [-1.8616, 2.8950, -1.5750], [-2.1727, 3.5210, -0.7266], [-2.5714, 2.0602, -1.7030], [-1.8046, 3.5022, -2.4876], [1.0219, 3.5243, -1.1123], [0.8177, 4.3190, -1.8468], [1.9993, 3.0528, -1.3032], [0.9965, 3.9379, -0.0937], [-0.9769, -3.2296, -2.6904], [-1.1024, -4.0217, -1.9430], [-0.6378, -3.6630, -3.6407], [-1.9368, -2.7167, -2.8270], [1.8843, -2.5545, -2.5023], [2.5241, -1.6647, -2.5432], [1.9120, -3.0784, -3.4683], [2.2627, -3.2105, -1.7091], [-0.4051, -0.0687, -1.2175], [0.5100, 1.4697, -5.6127], [-0.8326, 1.4804, -5.4896], [-1.7316, 0.8396, -6.4995], [-1.4436, -0.6595, -6.8024], [-0.6472, -1.4159, -5.7755], [0.6945, -1.4523, -5.7782], [1.5384, -0.6496, -6.7200], [1.2210, 0.8686, -6.7951], [0.1340, -2.0875, -0.2259], [1.1733, 2.0436, -4.9490], [-1.3621, 2.1193, -4.7768], [-1.7070, 1.3776, -7.4614], [-2.7671, 0.9280, -6.1448], [-2.4238, -1.1543, -6.8943], [-0.9784, -0.7258, -7.8027], [-1.2339, -2.0803, -5.1241], [1.2454, -2.2296, -5.2415], [1.4678, -1.0340, -7.7463], [2.5920, -0.7634, -6.4360], [2.1904, 1.3880, -6.8857], [0.6906, 1.0787, -7.7412], [0.5092, -1.1758, 0.2580], [0.8369, -2.8869, 0.0688], [-0.8690, -2.3290, 0.1501], [0.4266, 3.0901, 3.3173], [-0.2871, 1.7594, 3.0586], [0.4281, 0.6627, 3.8487], [-1.7261, 1.8739, 3.5615], [-0.2963, 1.4602, 1.6161], [-0.3007, 1.4242, 0.3774], [0.3799, 3.3105, 4.3903], [-0.0526, 3.9111, 2.7700], [1.4802, 3.0395, 3.0183], [0.4003, 0.9145, 4.9186], [-0.0683, -0.3027, 3.6984], [1.4738, 0.5799, 3.5306], [-2.2702, 2.6523, 3.0137], [-2.2550, 0.9233, 3.4357], [-1.7131, 2.1331, 4.6274]]
}

=====

Entry 3:
{
  "formula": "C21H40N4O2PPtSSi",
  "method": "wB97M-V/def2-TZVPD",
  "de_lowest_kj_mol": 0.0,
  "charge": 1,
  "e_tot_ha": -2341.9591,
  "gap_ev": 7.36,
  "homo_ev": -10.755,
  "species": ["Pt", "C", "Si", "C", "C", "C", "C", "C", "C", "N", "C", "S", "H", "H", "H", "H", "H", "H", "H", "H", "H", "H", "H", "H", "C", "O", "H", "H", "H", "H", "O", "P", "N", "C", "C", "C", "C", "N", "C", "C", "C", "C", "N", "C", "C", "C", "C", "H", "H", "H", "H", "H", "H", "H", "H", "H", "H", "H", "H", "H", "H", "H", "H", "H", "H", "H", "H", "H", "H", "H", "H"],
  "coordinates": [[1.3946, -0.0123, 1.4921], [5.2298, 2.6953, -1.7022], [4.1528, 4.0129, -0.9114], [4.8263, 4.5581, 0.7529], [3.9297, 5.4710, -2.0690], [2.4252, 3.2470, -0.6479], [1.2936, 3.6525, -1.3519], [0.0493, 3.0362, -1.1906], [-0.0650, 1.9725, -0.3225], [1.0145, 1.5840, 0.3588], [2.2123, 2.1885, 0.2278], [3.2511, 1.2938, 1.3499], [6.1965, 3.1099, -1.9895], [4.7574, 2.3028, -2.6041], [5.4106, 1.8602, -1.0258], [5.6449, 5.2649, 0.6107], [5.2093, 3.7211, 1.3358], [4.0601, 5.0566, 1.3476], [4.8921, 5.9611, -2.2202], [3.2454, 6.2188, -1.6667], [3.5662, 5.1653, -3.0512], [1.3684, 4.4755, -2.0507], [-0.8180, 3.3764, -1.7372], [-0.9889, 1.4329, -0.1494], [-0.0299, -0.6551, 4.7334], [1.2151, -0.6490, 4.0412], [0.1297, -0.6232, 5.8120], [-0.6288, -1.5300, 4.4722], [-0.5588, 0.2456, 4.4329], [1.7048, -1.4394, 4.2917], [-0.0385, -1.5638, 1.3442], [-1.1225, -1.6202, 0.2811], [-2.3234, -0.6016, 0.7375], [-2.3286, 0.1337, 2.0148], [-3.6244, 0.9366, 1.9563], [-4.5470, 0.0386, 1.1367], [-3.6159, -0.4758, 0.0456], [-1.8520, -3.0911, 0.1168], [-1.1427, -4.1992, -0.5445], [-2.0509, -5.3900, -0.2831], [-2.5494, -5.1421, 1.1408], [-2.6413, -3.6150, 1.2563], [-0.5015, -1.2387, -1.1920], [-1.3843, -1.1285, -2.3737], [-0.4692, -1.4425, -3.5552], [0.8989, -0.9978, -3.0519], [0.8940, -1.4826, -1.6092], [-1.4396, 0.7647, 2.1261], [-2.3375, -0.5653, 2.8562], [-3.4614, 1.8826, 1.4359], [-4.0099, 1.1627, 2.9483], [-5.4166, 0.5543, 0.7353], [-4.8974, -0.7942, 1.7502], [-3.5455, 0.2479, -0.7737], [-3.9263, -1.4338, -0.3741], [-0.1529, -4.3594, -0.1010], [-1.0151, -3.9855, -1.6066], [-1.5265, -6.3377, -0.3908], [-2.8837, -5.3820, -0.9879], [-1.8416, -5.5365, 1.8701], [-3.5113, -5.6150, 1.3291], [-2.2344, -3.2621, 2.2071], [-3.6717, -3.2615, 1.1789], [-1.7810, -0.1110, -2.4451], [-2.2274, -1.8187, -2.3005], [-0.7884, -0.9403, -4.4663], [-0.4622, -2.5169, -3.7502], [0.9757, 0.0926, -3.0723], [1.7283, -1.4107, -3.6228], [1.5950, -0.9397, -0.9750], [1.1396, -2.5487, -1.5600]]
}